# 1
C8H13N2 | wB97M-V/def2-TZVPD

Bonds (Å) are listed after each position.
Positions of all 23 atoms, in Å:
1 C 0.196 2.179 1.545  C2 1.344, C3 1.397, H11 1.131
2 C 0.204 1.523 2.719  C1 1.344, N9 1.369, H12 1.068
3 C -0.006 1.218 0.551  C1 1.397, C4 1.358
4 C -0.212 0.009 1.135  C3 1.358, C5 1.432, N9 1.317
5 C -0.408 -1.215 0.419  C4 1.432, C7 1.663, H13 1.129, H14 1.092
6 C -0.169 0.398 -1.416  C7 1.467, N10 1.437, H15 1.089
7 C 0.168 -1.000 -1.126  C5 1.663, C6 1.467, C8 1.524, H16 1.127
8 C 1.620 -1.461 -1.157  C7 1.524, H17 1.158, H18 1.184, H19 1.125
9 N -0.070 0.214 2.428  C2 1.369, C4 1.317, H20 1.016
10 N -1.547 0.567 -1.787  C6 1.437, H21 1.093, H22 1.067, H23 1.006
11 H 0.396 3.277 1.363  C1 1.131
12 H 0.281 1.962 3.689  C2 1.068
13 H 0.195 -1.989 0.976  C5 1.129
14 H -1.458 -1.516 0.375  C5 1.092
15 H 0.630 0.887 -1.970  C6 1.089
16 H -0.427 -1.651 -1.828  C7 1.127
17 H 2.130 -0.984 -0.234  C8 1.158
18 H 2.329 -1.121 -2.042  C8 1.184
19 H 1.845 -2.562 -1.217  C8 1.125
20 H -0.363 -0.518 3.069  N9 1.016
21 H -1.687 0.005 -2.715  N10 1.093
22 H -1.660 1.627 -1.794  N10 1.067
23 H -1.987 0.150 -0.985  N10 1.006

* energy above the lowest of the compared OMol25 structures with the same formula, charge and spin: 4.728 eV
* charge: +1
* highest occupied orbital energy: -11.857 eV
* spin multiplicity: 1
* energy: -421.76315 hartree

Atom charges from the Mulliken analysis, given in e for atoms 1 to 6: atom 1 (C): -0.688, atom 2 (C): -0.646, atom 3 (C): 0.299, atom 4 (C): 0.664, atom 5 (C): -1.360, atom 6 (C): -0.941

# 2
C8H13N2 | wB97M-V/def2-TZVPD

Bonds (Å) are listed after each position.
Positions of all 23 atoms, in Å:
1 C 1.465 -1.920 -0.801  C2 1.422, N9 1.347, H11 1.004
2 C 0.891 -1.192 0.277  C1 1.422, C3 1.333, C5 1.572
3 C 0.012 -0.313 -0.204  C2 1.333, C4 1.783, C8 1.481
4 C 0.296 -0.603 -1.941  C3 1.783, N9 1.302, N10 1.250
5 C 1.283 -1.463 1.776  C2 1.572, H12 1.180, H13 1.153, H14 1.072
6 C -1.586 0.726 1.589  C8 1.546, H15 1.133, H16 1.077, H17 1.049
7 C -0.395 2.080 -0.165  C8 1.514, H18 1.069, H19 1.099, H20 1.139
8 C -0.979 0.723 0.168  C3 1.481, C6 1.546, C7 1.514, H21 1.073
9 N 1.182 -1.549 -2.065  C1 1.347, C4 1.302
10 N -0.033 0.114 -2.911  C4 1.250, H22 1.015, H23 0.980
11 H 1.985 -2.766 -0.651  C1 1.004
12 H 0.467 -2.231 2.144  C5 1.180
13 H 0.997 -0.584 2.466  C5 1.153
14 H 2.289 -1.808 1.906  C5 1.072
15 H -1.712 -0.336 1.961  C6 1.133
16 H -2.583 1.133 1.575  C6 1.077
17 H -1.076 1.301 2.304  C6 1.049
18 H -0.750 2.756 0.582  C7 1.069
19 H -0.634 2.482 -1.159  C7 1.099
20 H 0.729 2.002 0.007  C7 1.139
21 H -1.833 0.460 -0.425  C8 1.073
22 H -0.490 0.993 -2.694  N10 1.015
23 H 0.475 -0.004 -3.740  N10 0.980

* SMILES string: CC1=C(C(C)C)C(=[NH2+])N=C1
* energy above the lowest of the compared OMol25 structures with the same formula, charge and spin: 3.603 eV
* charge: +1
* highest occupied orbital energy: -13.941 eV
* spin multiplicity: 1
* energy: -421.80452 hartree

Atom charges from the Mulliken analysis, given in e for atoms 1 to 6: atom 1 (C): -0.252, atom 2 (C): 0.343, atom 3 (C): 0.141, atom 4 (C): 0.252, atom 5 (C): -1.322, atom 6 (C): -1.856

# 3
C8H13N2 | wB97M-V/def2-TZVPD

Bonds (Å) are listed after each position.
Positions of all 23 atoms, in Å:
1 C -2.034 1.474 0.319  C3 1.283, C4 1.501, H11 1.051
2 C -1.389 -1.853 0.312  C6 1.395, N9 1.359, H12 1.056
3 C -2.251 0.242 0.039  C1 1.283, N9 1.232
4 C -0.664 1.859 -0.161  C1 1.501, C5 1.527, H13 1.028, H14 1.050
5 C 0.377 0.989 0.540  C4 1.527, N10 1.459, H15 1.026, H16 1.051
6 C -0.072 -1.431 0.497  C2 1.395, N10 1.449, H17 1.096
7 C 2.017 -0.656 0.414  N10 1.422, H18 1.083, H19 1.084, H20 1.184
8 C 0.547 -0.225 -1.502  N10 1.498, H21 1.079, H22 1.084, H23 1.079
9 N -2.267 -0.963 -0.220  C2 1.359, C3 1.232
10 N 0.705 -0.320 -0.016  C5 1.459, C6 1.449, C7 1.422, C8 1.498
11 H -2.658 2.243 0.672  C1 1.051
12 H -1.896 -2.688 0.714  C2 1.056
13 H -0.516 1.622 -1.150  C4 1.028
14 H -0.400 2.846 0.079  C4 1.050
15 H 1.258 1.449 0.792  C5 1.026
16 H -0.011 0.808 1.500  C5 1.051
17 H 0.552 -2.280 0.796  C6 1.096
18 H 2.446 -1.611 0.138  C7 1.083
19 H 2.814 0.074 0.326  C7 1.084
20 H 1.938 -0.758 1.591  C7 1.184
21 H 0.940 -1.182 -1.810  C8 1.079
22 H -0.495 -0.174 -1.797  C8 1.084
23 H 1.058 0.535 -2.071  C8 1.079

* SMILES string: C[N+]1(C)/C=C\N=C=CCC1
* energy above the lowest of the compared OMol25 structures with the same formula, charge and spin: 5.759 eV
* charge: +1
* highest occupied orbital energy: -12.792 eV
* spin multiplicity: 1
* energy: -421.72528 hartree

Atom charges from the Mulliken analysis, given in e for atoms 1 to 6: atom 1 (C): -0.756, atom 2 (C): -0.356, atom 3 (C): 0.692, atom 4 (C): -0.787, atom 5 (C): -0.877, atom 6 (C): -0.267

# 4
C8H13N2O | wB97M-V/def2-TZVPD

Bonds (Å) are listed after each position.
Positions of all 24 atoms, in Å:
1 C 0.379 -0.677 -0.374  C2 1.356, C3 1.419, C7 1.505
2 C 1.337 0.076 0.221  C1 1.356, C4 1.491, C8 1.494
3 C -0.831 -1.064 0.259  C1 1.419, C5 1.302
4 C 1.328 0.512 1.647  C2 1.491, N9 1.389, O11 1.205
5 C -1.759 -1.978 0.241  C3 1.302, H12 1.074, H13 1.083
6 C -1.141 0.577 1.740  N9 1.380, N10 1.526, H14 1.081
7 C 0.557 -1.188 -1.778  C1 1.505, H15 1.090, H16 1.088, H17 1.086
8 C 2.602 0.417 -0.498  C2 1.494, H18 1.088, H19 1.086, H20 1.090
9 N 0.116 0.774 2.273  C4 1.389, C6 1.380, H21 1.014
10 N -1.552 1.727 0.826  C6 1.526, H22 1.026, H23 1.030, H24 1.031
11 O 2.347 0.682 2.268  C4 1.205
12 H -2.627 -1.978 0.874  C5 1.074
13 H -1.661 -2.832 -0.417  C5 1.083
14 H -1.934 0.332 2.434  C6 1.081
15 H 1.283 -2.002 -1.782  C7 1.090
16 H 0.942 -0.403 -2.426  C7 1.088
17 H -0.379 -1.558 -2.184  C7 1.086
18 H 3.120 -0.488 -0.809  C8 1.088
19 H 3.262 0.978 0.157  C8 1.086
20 H 2.402 1.006 -1.393  C8 1.090
21 H 0.229 1.037 3.246  N9 1.014
22 H -2.443 1.518 0.362  N10 1.026
23 H -0.814 1.827 0.113  N10 1.030
24 H -1.632 2.620 1.336  N10 1.031

* energy above the lowest of the compared OMol25 structures with the same formula, charge and spin: 2.871 eV
* charge: +1
* highest occupied orbital energy: -12.764 eV
* spin multiplicity: 1
* energy: -497.04537 hartree

Atom charges from the Mulliken analysis, given in e for atoms 1 to 6: atom 1 (C): 1.576, atom 2 (C): 0.504, atom 3 (C): -0.049, atom 4 (C): 0.123, atom 5 (C): -0.890, atom 6 (C): -0.921

# 5
C8H13N2O | wB97M-V/def2-TZVPD

Bonds (Å) are listed after each position.
Positions of all 24 atoms, in Å:
1 C 0.649 1.815 -0.036  C2 1.376, C3 1.398, H12 1.085
2 C 1.985 1.632 -0.312  C1 1.376, N9 1.344, H13 1.074
3 C -0.345 0.833 -0.036  C1 1.398, C4 1.483, N10 1.358
4 C -1.748 1.168 0.309  C3 1.483, C5 1.527, H14 1.057, H15 1.062
5 C -2.527 -0.064 0.765  C4 1.527, C6 1.584, H16 1.114, H17 1.084
6 C -2.243 -1.114 -0.387  C5 1.584, C7 1.491, H18 1.083, H19 1.108
7 C -0.846 -1.632 -0.358  C6 1.491, N10 1.465, H20 1.138, H21 1.169
8 C 3.170 -0.692 -0.140  N9 1.282, O11 1.363, H22 1.167
9 N 2.656 0.482 -0.136  C2 1.344, C8 1.282
10 N 0.021 -0.453 -0.272  C3 1.358, C7 1.465, H23 1.086
11 O 3.876 -1.223 0.898  C8 1.363, H24 0.994
12 H 0.485 2.887 -0.059  C1 1.085
13 H 2.588 2.473 -0.600  C2 1.074
14 H -1.747 1.976 0.991  C4 1.057
15 H -2.138 1.645 -0.557  C4 1.062
16 H -2.274 -0.597 1.710  C5 1.114
17 H -3.569 0.230 0.806  C5 1.084
18 H -3.055 -1.827 -0.304  C6 1.083
19 H -2.182 -0.637 -1.386  C6 1.108
20 H -0.855 -2.186 0.636  C7 1.138
21 H -0.421 -2.139 -1.322  C7 1.169
22 H 3.146 -1.312 -1.128  C8 1.167
23 H 1.030 -0.626 -0.634  N10 1.086
24 H 4.347 -0.642 1.554  O11 0.994

* energy above the lowest of the compared OMol25 structures with the same formula, charge and spin: 0.000 eV
* charge: +1
* highest occupied orbital energy (alpha / beta): -10.034 / -14.445 eV
* spin multiplicity: 3
* energy: -496.96573 hartree

Atom charges from the Mulliken analysis, given in e for atoms 1 to 6: atom 1 (C): -0.395, atom 2 (C): -0.358, atom 3 (C): 0.715, atom 4 (C): -0.803, atom 5 (C): -0.622, atom 6 (C): -0.761